No. 1
ORCA calculation (ωB97M-V/def2-TZVPD) on 8 unconnected molecules or ions with the total composition C21H30Cl6F2O15 at a distorted geometry.

For the energy, the calculation gives -133541.1397 eV. The SMILES is O=C1OC[C@@H](F)O1.O=C1OC[C@@H](F)O1.C[C@H]1COC(=O)O1.C[C@H]1COC(=O)O1.C[C@H]1COC(=O)O1.ClCCl.ClCCl.ClCCl.

ORCA input file:
```
! wB97M-V def2-TZVPD RIJCOSX def2/J DEFGRID3
* xyz 0 1
C 3.0899 6.2132 -7.5831
C 2.8180 5.6261 -8.9538
C 1.4027 5.3120 -9.2640
O 1.1971 5.8643 -10.6259
C 2.2921 6.4974 -10.9605
O 2.3614 7.1301 -12.0071
O 3.0893 6.5552 -9.9450
H 3.4670 5.4762 -6.8740
H 2.2567 6.8361 -7.2576
H 3.8485 6.9637 -7.3608
H 3.3895 4.7218 -9.1624
H 0.6846 5.7152 -8.5499
H 1.3316 4.2292 -9.3670
C 1.0745 -7.6230 7.8174
C 1.7776 -6.2861 7.7261
C 3.0823 -6.4515 6.9960
O 2.9190 -5.5682 5.9450
C 1.5814 -5.1101 5.8569
O 1.2712 -4.3907 4.8702
O 0.9693 -5.3616 7.0207
H 1.1108 -8.1699 6.8752
H 0.0499 -7.3337 8.0508
H 1.3692 -8.3050 8.6150
H 1.9921 -5.9139 8.7279
H 3.3460 -7.4301 6.5949
H 3.9510 -6.1396 7.5757
C -4.4912 -4.4538 -3.9859
C -3.3174 -4.2694 -4.8819
C -2.0225 -5.0120 -4.7354
O -1.9072 -5.6601 -5.9947
C -2.6679 -5.2246 -6.8942
O -2.4898 -5.4022 -8.1237
O -3.6719 -4.4734 -6.3093
H -5.4811 -4.2854 -4.4101
H -4.4839 -4.0774 -2.9630
H -4.6674 -5.5281 -3.9333
H -3.0910 -3.2032 -4.8863
H -2.1710 -5.6133 -3.8385
H -1.1825 -4.3487 -4.5291
C -1.4776 8.5022 5.1896
Cl 0.1282 8.0788 4.6724
Cl -2.7253 7.8504 4.0733
H -1.6714 8.0786 6.1750
H -1.5092 9.5884 5.1036
C 0.3046 0.6619 9.9314
Cl 0.6655 1.1385 8.1842
Cl -1.3550 1.5047 10.4276
H 0.1379 -0.4080 9.8062
H 1.1825 0.9608 10.5042
C 6.3835 -0.5350 -3.9014
Cl 7.2599 -0.1630 -2.3220
Cl 7.4992 -1.5130 -4.9108
H 5.4995 -1.1455 -3.7176
H 6.0432 0.3426 -4.4510
C -5.4509 0.7025 4.7682
C -5.0401 0.0024 3.5237
O -5.3692 -1.3639 3.7990
C -5.2869 -1.5100 5.1299
O -5.4637 -2.5936 5.7355
O -5.0910 -0.3398 5.6572
F -3.7547 0.1095 3.1905
H -6.5104 0.9547 4.8132
H -4.8518 1.5793 5.0139
H -5.6390 0.3776 2.6939
C 1.6068 2.3591 -0.0436
C 1.0246 3.6436 -0.5381
O 0.7829 3.3285 -1.8921
C 0.7845 2.1541 -2.1260
O 0.5081 1.6671 -3.2354
O 1.3525 1.5020 -1.0707
F 1.9470 4.5963 -0.4830
H 1.1231 1.9223 0.8301
H 2.6812 2.4492 0.1164
H 0.2037 4.0112 0.0775
*
```

---

No. 2
ORCA calculation (ωB97M-V/def2-TZVPD) on a molecular structure, C21H30IN2O4RuSSi at a distorted geometry.

For the energy, the calculation gives -62824.4639 eV.

ORCA input file:
```
! wB97M-V def2-TZVPD RIJCOSX def2/J DEFGRID3
* xyz 0 6
Ru -0.2356 2.2883 -0.3879
C 0.5570 2.0283 1.8262
Si 0.0484 0.2360 1.8929
C -1.3899 -0.2501 0.6284
N -1.0684 0.0136 -0.7680
C -0.0930 -0.9346 -1.3347
C -0.5995 -1.6649 -2.5801
C -1.9699 -2.2660 -2.2867
C -2.9664 -1.1545 -1.9260
C -2.2421 0.1676 -1.6242
C -0.7878 -0.0326 3.5812
C -0.0732 -0.6392 4.6086
C -0.6259 -0.7892 5.8677
C -1.9056 -0.3256 6.1212
C -2.6254 0.2913 5.1123
C -2.0664 0.4417 3.8560
C 1.4916 -0.9812 1.7140
C 1.3196 -2.3447 1.9460
C 2.3914 -3.2172 1.8887
C 3.6593 -2.7433 1.5983
C 3.8452 -1.3924 1.3685
C 2.7716 -0.5236 1.4254
H 1.6135 2.2639 1.8629
H -0.0407 2.7256 2.4110
H -2.2632 0.3571 0.8909
H -1.6759 -1.3009 0.7692
H 0.1496 -1.6835 -0.5730
H 0.8267 -0.3916 -1.5733
H 0.1170 -2.4532 -2.8157
H -0.6584 -0.9966 -3.4424
H -1.8673 -2.9642 -1.4536
H -2.3208 -2.8301 -3.1514
H -3.5707 -1.4486 -1.0674
H -3.6545 -0.9727 -2.7525
H -2.9472 0.8653 -1.1607
H -1.9016 0.6120 -2.5619
H 0.9266 -1.0014 4.4164
H -0.0595 -1.2579 6.6605
H -2.3359 -0.4259 7.1069
H -3.6194 0.6640 5.3115
H -2.6332 0.9398 3.0821
H 0.3367 -2.7257 2.1921
H 2.2445 -4.2706 2.0755
H 4.4967 -3.4241 1.5481
H 4.8309 -1.0143 1.1485
H 2.9318 0.5269 1.2444
C -0.6421 1.7643 -5.2406
S 0.4981 1.5140 -3.8066
C 1.9946 2.1705 -4.6214
O 0.0410 2.5454 -2.8388
H -0.5576 2.7846 -5.5998
H -1.6535 1.5906 -4.8847
H -0.3981 1.0549 -6.0236
H 2.2884 1.4582 -5.3833
H 2.7866 2.2413 -3.8788
H 1.8006 3.1438 -5.0573
O 1.8805 3.4451 -0.8038
N 2.4534 2.4718 -1.3035
O 3.5054 2.5771 -1.8857
O 1.9086 1.3493 -1.1954
I -2.2673 3.8885 -0.1723
*
```

---

No. 3
ORCA calculation (ωB97M-V/def2-TZVPD) on C21H30N2O4 in the gas phase.

For the energy, the calculation gives -33433.5509 eV. The SMILES is COCc1ccc(CN2CCC[C@H](CCC(=O)NCc3ccc(C)o3)C2)o1.

ORCA input file:
```
! wB97M-V def2-TZVPD RIJCOSX def2/J DEFGRID3
* xyz 0 1
C 1.9346 0.8629 -7.5027
H 2.1468 1.6854 -8.1825
O 2.8476 0.9838 -6.4414
C 2.7533 -0.0486 -5.4802
C 1.4848 -0.0155 -4.6880
C 0.2676 -0.5978 -4.8970
C -0.5640 -0.1742 -3.8327
C 0.2008 0.6436 -3.0514
O 1.4451 0.7371 -3.5674
C -0.0884 1.3425 -1.7592
N 0.1226 0.5282 -0.5683
C -0.7889 -0.5989 -0.4832
C -0.6950 -1.2695 0.8910
C 0.7466 -1.7274 1.1124
C 1.6897 -0.5399 0.9531
C 1.5007 0.0933 -0.4206
H 2.1491 0.9669 -0.5238
H 1.7839 -0.6371 -1.1986
H 1.4734 0.2041 1.7216
H 2.7275 -0.8588 1.0665
H 0.8730 -2.1637 2.1049
H 0.9981 -2.4959 0.3758
C -1.7039 -2.4205 0.9655
C -1.8409 -3.0503 2.3578
C -2.3311 -2.0026 3.3423
O -3.4790 -1.6165 3.3764
N -1.3756 -1.5353 4.1834
H -0.4193 -1.8264 4.0546
C -1.5827 -0.3588 5.0089
C -0.7307 0.7666 4.5248
C 0.3787 1.3660 5.0407
C 0.8008 2.3168 4.0767
C -0.0740 2.2241 3.0352
O -1.0045 1.2839 3.3040
C -0.1491 2.9257 1.7288
H 0.6890 3.6089 1.6304
H -1.0789 3.4880 1.6541
H -0.1274 2.1957 0.9175
H 1.6423 2.9748 4.1513
H 0.8337 1.1654 5.9894
H -1.3410 -0.5810 6.0520
H -2.6450 -0.1128 4.9181
H -2.5912 -3.8407 2.3062
H -0.8972 -3.4871 2.6843
H -1.4186 -3.1973 0.2511
H -2.6858 -2.0409 0.6755
H -0.9510 -0.5176 1.6421
H -1.8038 -0.2228 -0.6347
H -0.5805 -1.3492 -1.2667
H 0.5642 2.2168 -1.6819
H -1.1298 1.6746 -1.7531
H -1.5912 -0.4341 -3.6770
H -0.0016 -1.2532 -5.7007
H 2.8457 -1.0292 -5.9720
H 3.6026 0.1096 -4.8114
H 2.0668 -0.0909 -8.0292
H 0.8976 0.9348 -7.1560
*
```

---

No. 4
ORCA calculation (ωB97M-V/def2-TZVPD) on C21H30N2O5 in the gas phase.

For the energy, the calculation gives -35483.3088 eV. The SMILES is CCOC(=O)CCNC(=O)N1CCC[C@H](C(=O)c2cccc(OC(C)C)c2)C1.

ORCA input file:
```
! wB97M-V def2-TZVPD RIJCOSX def2/J DEFGRID3
* xyz 0 1
C 1.2634 1.4943 1.5748
C 0.7916 2.3297 0.3942
H 0.6740 1.7085 -0.4986
H 1.4831 3.1491 0.1837
O -0.4612 2.9575 0.6883
C -1.5684 2.3504 0.2910
O -1.6071 1.3502 -0.3850
C -2.8042 3.0755 0.7786
H -2.5505 4.1022 1.0348
H -3.5527 3.0606 -0.0164
C -3.3602 2.3544 2.0248
N -3.6160 0.9554 1.7896
C -2.5817 0.0702 2.0050
O -1.5892 0.4025 2.6315
N -2.7716 -1.2205 1.5951
C -1.5833 -2.0401 1.4969
H -0.8648 -1.6881 2.2384
H -1.8397 -3.0814 1.7078
C -1.0011 -1.9159 0.0761
C 0.2533 -2.7597 -0.0144
O 0.2337 -3.9500 0.2120
C 1.5154 -2.0481 -0.3408
C 2.7041 -2.5233 0.2148
C 3.8911 -1.8732 -0.0494
C 3.9254 -0.7609 -0.8765
C 2.7503 -0.2940 -1.4592
C 1.5471 -0.9442 -1.1793
H 0.6560 -0.5748 -1.6611
O 2.6451 0.7637 -2.3039
C 3.7975 1.4997 -2.6940
C 4.1971 2.5068 -1.6150
H 4.3540 2.0121 -0.6595
H 3.4070 3.2435 -1.4934
H 5.1129 3.0156 -1.9034
C 3.4299 2.2074 -3.9946
H 3.1587 1.4778 -4.7528
H 2.5797 2.8631 -3.8269
H 4.2709 2.7952 -4.3506
H 4.6285 0.8065 -2.8878
H 4.8722 -0.2780 -1.0607
H 4.8112 -2.2295 0.3895
H 2.6712 -3.3908 0.8550
C -2.0563 -2.3892 -0.9322
C -3.3319 -1.5674 -0.7600
H -4.1103 -1.9269 -1.4349
C -3.8091 -1.6683 0.6915
H -4.7334 -1.1132 0.8575
H -4.0114 -2.7175 0.9347
H -3.1126 -0.5245 -0.9977
H -1.6732 -2.2762 -1.9484
H -2.2606 -3.4490 -0.7626
H -0.7819 -0.8616 -0.0988
H -4.2341 0.7663 1.0171
H -4.2906 2.8367 2.3367
H -2.6303 2.4098 2.8355
H 1.5544 2.1361 2.4022
H 2.1094 0.8802 1.2786
H 0.4549 0.8506 1.9145
*
```

---

No. 5
ORCA calculation (ωB97M-V/def2-TZVPD) on a molecular structure, C21H30N2O7 at a distorted geometry.

For the energy, the calculation gives -39558.1308 eV.

ORCA input file:
```
! wB97M-V def2-TZVPD RIJCOSX def2/J DEFGRID3
* xyz 0 1
C -2.4937 4.6520 -1.7376
H -3.5807 4.7232 -1.4701
H -2.4234 3.6037 -2.4543
H -2.1909 5.4768 -2.3997
O -1.9981 4.5100 -0.6865
C -0.4863 4.5378 -0.7115
O 0.0884 4.6950 -1.6694
C 0.2268 4.2753 0.4286
C -0.4304 3.2862 1.3546
H -1.4826 3.5506 1.7133
H 0.3507 3.1985 2.3047
C -0.4052 1.9419 0.6446
N -1.4790 0.9613 1.5577
C -1.8066 -0.1156 0.9992
O -1.9425 -0.3353 -0.2960
O -2.5504 -0.6881 2.0164
C -3.4614 -1.8860 1.5344
C -2.4795 -3.0572 1.3131
C -1.9177 -3.9190 2.2709
C -1.0689 -4.8606 2.2614
C -0.9069 -5.3364 0.8283
C -1.1884 -4.5840 -0.1299
C -2.0288 -3.5923 -0.0397
H -2.3964 -2.9751 -0.7926
H -1.0832 -5.1420 -1.4675
H -0.2432 -6.3282 0.8007
H -0.9458 -5.3760 3.1336
H -2.0832 -3.4951 3.2461
H -3.7730 -1.5126 0.5529
H -4.1131 -2.0855 2.2558
H -1.1734 0.9734 2.4931
C 0.8896 1.3270 0.5044
O 1.9730 1.6921 1.2283
N 0.8769 0.3435 -0.2336
H 0.0835 0.0603 -0.6913
C 2.4232 -0.3261 -0.8064
C 2.5487 0.4194 -2.2088
O 3.6011 0.1313 -2.6111
O 1.9810 1.6122 -2.2097
C 2.4030 2.5261 -3.3219
H 1.6507 3.3103 -2.9790
H 2.1317 2.0870 -4.1052
H 3.2897 2.7522 -3.3378
C 2.0701 -1.6723 -0.9094
H 1.2307 -1.9456 -1.5032
H 2.8502 -2.1483 -1.6642
C 2.3400 -2.6183 0.3988
C 1.2484 -2.3721 1.4950
H 1.5335 -3.0336 2.0849
H 0.4740 -2.3108 0.9448
H 1.4817 -1.3160 1.6812
C 2.4498 -4.1029 -0.1102
H 1.4530 -4.5723 -0.5050
H 2.6147 -4.6825 0.9680
H 3.1749 -4.3472 -0.6431
H 3.5872 -2.3265 0.8435
H 2.9315 0.0312 -0.0762
H -0.8829 2.0367 -0.1651
H 1.3837 3.9404 0.3394
H 0.3760 5.1724 1.3430
*
```

---

No. 6
ORCA calculation (ωB97M-V/def2-TZVPD) on a molecular structure, C21H30N3O3RuS4Si2 at a distorted geometry.

For the energy, the calculation gives -94548.7615 eV.

ORCA input file:
```
! wB97M-V def2-TZVPD RIJCOSX def2/J DEFGRID3
* xyz 1 1
Ru -1.4319 1.3378 -0.2580
C 1.2615 -0.7921 1.6960
Si 1.0206 1.0523 1.6435
C -0.4216 1.5051 2.7603
C 2.5761 1.9396 2.1709
C 0.6002 1.6517 -0.1387
C 0.4256 3.1343 -0.0473
C 1.2935 4.2106 -0.1473
C 0.7568 5.4824 -0.0088
C -0.6050 5.6499 0.2107
C -1.4174 4.5334 0.2788
N -0.8855 3.3167 0.1665
Si 1.5126 1.0327 -1.6908
C 1.6487 -0.8332 -1.6947
C 3.2516 1.7389 -1.7376
C 0.5644 1.6606 -3.1752
H 1.3132 -1.1362 2.7329
H 2.1841 -1.0918 1.1953
H 0.4262 -1.2981 1.2105
H -0.2623 1.0503 3.7425
H -1.3955 1.1412 2.4116
H -0.5131 2.5835 2.8984
H 2.8373 1.6582 3.1948
H 2.4534 3.0231 2.1494
H 3.4201 1.6755 1.5305
H 2.3487 4.0554 -0.3176
H 1.4018 6.3494 -0.0730
H -1.0370 6.6338 0.3213
H -2.4866 4.5996 0.4217
H 2.4914 -1.1641 -1.0840
H 1.8370 -1.1736 -2.7166
H 0.7500 -1.3371 -1.3378
H 3.7827 1.5900 -0.7949
H 3.2682 2.8020 -1.9817
H 3.8238 1.2249 -2.5157
H -0.4969 1.4072 -3.1460
H 0.9789 1.2333 -4.0923
H 0.6413 2.7479 -3.2554
C -5.2230 1.2947 -1.3409
S -3.9215 2.2926 -0.7185
O -2.7325 2.1182 -1.6520
O -4.3941 3.6297 -0.5901
O -3.4095 1.6535 0.5324
H -5.6077 1.7779 -2.2369
H -5.9902 1.2588 -0.5696
H -4.8339 0.3051 -1.5623
S -3.1818 -5.9495 0.4711
C -2.5022 -4.5366 0.0361
S -3.4256 -3.2186 -0.6248
C -2.0293 -2.2059 -0.5586
N -0.9408 -2.8399 -0.0983
N -1.1779 -4.1034 0.1702
C -0.0561 -4.9311 0.5046
C 1.0841 -4.3171 1.0211
C 2.1815 -5.0909 1.3409
C 2.1569 -6.4658 1.1384
C 1.0269 -7.0619 0.5995
C -0.0844 -6.3042 0.2748
S -2.1092 -0.6560 -1.2215
H 1.1071 -3.2520 1.1766
H 3.0614 -4.6147 1.7515
H 3.0196 -7.0673 1.3899
H 1.0051 -8.1272 0.4157
H -0.9397 -6.7836 -0.1714
*
```

---

No. 7
ORCA calculation (ωB97M-V/def2-TZVPD) on C21H30N4O2S in the gas phase.

For the energy, the calculation gives -43157.1130 eV. The SMILES is C[C@H]1CC[C@@H](NC(=O)CNC(=S)N2C[C@H]3C[C@@H](C2)c2cccc(=O)n2C3)CC1.

ORCA input file:
```
! wB97M-V def2-TZVPD RIJCOSX def2/J DEFGRID3
* xyz 0 1
C -6.4927 -0.9964 1.5270
H -5.8957 -1.7711 2.0039
H -6.9045 -0.3560 2.3034
H -7.3174 -1.4745 1.0034
C -5.6401 -0.1842 0.5565
C -4.4920 0.5115 1.2888
C -3.6341 1.3293 0.3255
C -3.0954 0.4794 -0.8274
N -2.0876 -0.4476 -0.3500
C -0.8701 -0.5544 -0.8938
O -0.4809 0.0991 -1.8451
C 0.0337 -1.5802 -0.2181
N 1.3455 -1.4395 -0.7866
C 2.4532 -1.8113 -0.1183
N 3.6755 -1.4907 -0.6239
C 3.8936 -0.6227 -1.7548
H 3.0408 -0.6329 -2.4329
H 4.7618 -1.0066 -2.3032
C 4.1987 0.8165 -1.2779
C 3.0173 1.3138 -0.4915
C 1.9884 1.9545 -1.1242
C 0.8437 2.3242 -0.3969
C 0.7672 2.0383 0.9263
C 1.8439 1.3990 1.6263
O 1.8646 1.1579 2.8222
N 2.9532 1.0459 0.8330
C 4.0401 0.4452 1.5949
C 5.1761 -0.1375 0.7593
C 5.4568 0.7947 -0.4156
H 6.3070 0.4349 -0.9983
H 5.6886 1.8005 -0.0592
H 6.0572 -0.2211 1.4014
C 4.8368 -1.5415 0.2360
H 4.6222 -2.2190 1.0638
H 5.6811 -1.9383 -0.3370
H 3.5930 -0.3239 2.2344
H 4.4274 1.2222 2.2651
H -0.0918 2.3002 1.5236
H 0.0327 2.8208 -0.9070
H 2.0504 2.1565 -2.1803
H 4.3378 1.4535 -2.1555
S 2.2963 -2.7445 1.2482
H 1.3587 -0.7333 -1.5170
H 0.0707 -1.4138 0.8665
H -0.3563 -2.5919 -0.3886
H -2.3267 -1.0228 0.4415
C -4.2361 -0.2618 -1.5326
C -5.0765 -1.0744 -0.5516
H -4.4705 -1.8679 -0.1081
H -5.8964 -1.5534 -1.0907
H -4.8706 0.4760 -2.0271
H -3.8177 -0.9141 -2.3013
H -2.5790 1.1184 -1.5518
H -2.7978 1.7813 0.8621
H -4.2376 2.1350 -0.0966
H -4.8948 1.1730 2.0584
H -3.8802 -0.2379 1.7968
H -6.2713 0.5836 0.0947
*
```

---

No. 8
ORCA calculation (ωB97M-V/def2-TZVPD) on C21H30N4O3 in the gas phase.

For the energy, the calculation gives -34365.9137 eV. The SMILES is COc1ccc(CCN(C)[C@H]2CCCN(C(=O)c3ccnn3C)C2)cc1OC.

ORCA input file:
```
! wB97M-V def2-TZVPD RIJCOSX def2/J DEFGRID3
* xyz 0 1
C -7.3593 -0.0527 -0.3931
O -6.2040 0.6874 -0.0942
C -5.0285 0.0139 0.0610
C -4.8679 -1.3548 -0.0565
C -3.6217 -1.9386 0.1264
C -2.5173 -1.1675 0.4317
C -2.6716 0.2128 0.5447
C -3.9051 0.8133 0.3683
O -4.1493 2.1498 0.4694
C -3.0724 3.0052 0.7535
H -2.3070 2.9594 -0.0284
H -2.6148 2.7760 1.7220
H -3.4933 4.0089 0.7845
H -1.8077 0.8142 0.7814
C -1.1619 -1.7941 0.5971
H -0.5809 -1.2227 1.3225
H -1.2599 -2.8148 0.9683
C -0.4349 -1.8507 -0.7551
N 0.7460 -2.6975 -0.7043
C 1.0654 -3.2614 -1.9994
H 1.9561 -3.8795 -1.9225
H 1.2254 -2.5028 -2.7797
H 0.2392 -3.9007 -2.3105
C 1.8689 -2.1205 0.0118
C 2.7807 -3.2057 0.5976
C 3.8700 -2.5582 1.4494
C 4.6537 -1.5420 0.6198
N 3.7462 -0.5623 0.0586
C 3.8626 0.7347 0.4150
O 4.7938 1.1409 1.0975
C 2.8118 1.6699 -0.0486
C 1.4284 1.6326 0.0605
C 1.0015 2.8719 -0.4202
N 2.0318 3.6110 -0.7905
N 3.1141 2.8926 -0.5469
C 4.4164 3.4152 -0.8447
H 5.1082 3.1375 -0.0503
H 4.3331 4.4975 -0.9146
H 4.7838 3.0214 -1.7957
H 0.0036 3.2516 -0.5118
H 0.8254 0.8405 0.4546
C 2.7430 -1.1371 -0.8017
H 2.1353 -0.3503 -1.2484
H 3.2551 -1.6814 -1.6044
H 5.3793 -1.0064 1.2340
H 5.1798 -2.0494 -0.1973
H 4.5535 -3.3172 1.8318
H 3.4171 -2.0480 2.3017
H 2.1804 -3.8915 1.1956
H 3.2474 -3.7787 -0.2053
H 1.4522 -1.5628 0.8559
H -0.2116 -0.8283 -1.1016
H -1.1215 -2.2938 -1.4798
H -3.5215 -3.0096 0.0332
H -5.7104 -1.9861 -0.2896
H -7.2651 -0.5823 -1.3475
H -8.1645 0.6769 -0.4659
H -7.5949 -0.7725 0.3983
*
```